Entry 1:
# C32H27F2N5O4S2V

C32H27F2N5O4S2V as an isolated structure (the ωB97M-V functional and the def2-TZVPD basis, OMol25).

CARTESIAN COORDINATES (ANGSTROEM)
C: -2.37 -2.63 -0.92
C: -2.34 2.66 1.70
H: -0.12 4.63 -3.01
C: 4.94 0.23 2.97
C: -3.84 1.13 2.26
C: 0.84 3.73 -4.72
C: -2.70 0.52 1.86
N: -1.77 1.48 1.51
C: -1.63 6.37 1.78
H: 0.15 7.33 1.05
H: -2.06 -1.73 -1.43
H: -1.15 -5.08 1.09
V: 0.04 1.20 0.33
H: -4.40 -2.48 -1.59
H: -3.24 5.15 2.46
H: 1.57 -3.15 2.29
C: 1.22 -4.87 -0.60
C: -0.48 4.02 0.85
C: 0.51 3.82 -3.37
H: -3.49 -5.84 0.91
C: 2.66 -4.90 1.75
H: -4.79 0.73 2.60
O: 0.36 -2.12 -1.20
H: 5.58 0.79 2.29
C: 1.00 -3.87 0.34
C: 2.89 -5.89 0.80
H: 0.48 4.48 -5.42
H: 2.69 0.93 -4.46
C: -0.03 -2.80 -0.02
N: -3.60 2.48 2.16
H: 3.08 0.39 -2.18
C: 1.73 -3.90 1.53
H: -5.13 -4.55 -0.42
H: 3.62 -6.67 0.98
C: -1.10 1.19 -1.41
C: 1.64 2.68 -5.13
C: 0.19 5.22 0.70
S: 3.98 -1.00 2.05
H: -4.25 3.21 2.37
F: -0.64 0.37 -2.43
C: -4.10 -4.21 -0.35
S: 1.87 1.18 2.25
H: 1.16 5.21 0.21
H: 0.65 -4.88 -1.52
C: -2.28 5.16 1.95
C: 1.69 1.94 -2.86
C: 2.22 0.98 -1.87
N: 2.74 -0.07 0.00
H: -2.48 -0.53 1.81
F: -2.39 0.69 -1.13
C: -3.69 -3.06 -1.01
C: 2.78 0.10 1.28
N: 1.84 0.81 -0.67
H: 0.18 -2.69 -1.95
C: -0.38 6.39 1.16
H: 3.23 -4.90 2.68
O: -0.42 -2.02 2.22
C: -1.86 -4.51 0.49
C: 2.07 1.77 -4.18
H: -1.27 2.17 -1.86
O: -0.15 -0.45 0.65
C: -0.18 -1.74 1.09
H: 2.32 -6.63 -1.13
C: -1.71 3.97 1.50
N: 0.92 2.95 -2.46
H: 1.92 2.57 -6.17
O: 0.03 2.87 0.40
H: 5.56 -0.32 3.68
H: -2.08 7.28 2.14
C: 2.16 -5.87 -0.38
H: 4.27 0.90 3.50
C: -3.18 -4.94 0.40
C: -1.45 -3.36 -0.17

* orbital gap (alpha / beta): 7.08 / 7.20 eV
* net charge: 0
* E_tot: -102056.624 eV
* HOMO level (alpha / beta): -7.5 / -7.6 eV
* relative energy (zero: lowest compared OMol25 entry of this formula, charge and spin): 29.5 kcal/mol
* lowest unoccupied orbital energy (alpha / beta): -0.46 / -0.43 eV
* multiplicity: 2
* <S²>: 0.758
* molecular weight: 698.673 g mol⁻¹


Entry 2:
# C4H10MgO2

C4H10MgO2 as an isolated structure (the ωB97M-V functional and the def2-TZVPD basis, OMol25).

CARTESIAN COORDINATES (ANGSTROEM)
H: -0.99 -1.62 -1.80
O: 0.63 -1.42 -0.53
H: -1.95 0.56 -1.30
O: -1.55 -0.29 0.53
C: -1.06 0.26 -0.72
H: -1.97 1.64 1.15
C: -2.10 0.59 1.43
C: -0.31 -0.83 -1.44
H: -3.09 0.24 1.74
C: 1.65 -2.21 -1.15
Mg: 0.05 -1.48 1.36
H: -0.43 1.14 -0.52
H: 1.20 -2.87 -1.91
H: 0.24 -0.39 -2.28
H: 2.39 -1.54 -1.61
H: 2.12 -2.81 -0.37
H: -1.33 0.27 2.45

* orbital gap: 7.95 eV
* net charge: +2
* E_tot: -13830.957 eV
* HOMO level: -19.3 eV
* lowest unoccupied orbital energy: -11.39 eV
* molecular weight: 114.427 g mol⁻¹


Entry 3:
# C22H37BO13

A 5-piece molecular cluster, C22H37BO13 overall (the ωB97M-V functional and the def2-TZVPD basis, OMol25).

CARTESIAN COORDINATES (ANGSTROEM)
H: -2.53 6.40 -8.01
C: -0.57 7.21 -7.48
C: 1.94 0.18 0.47
C: 1.30 -0.88 -1.54
H: -3.57 -7.39 3.83
C: -1.16 2.58 -4.85
H: 0.20 -6.44 4.07
C: 2.72 -1.25 -1.13
C: 2.39 -2.08 3.79
H: -1.03 8.04 -6.96
H: 1.39 1.29 -1.26
O: 0.58 -3.90 3.57
H: -0.09 2.45 4.02
C: -1.50 -7.78 4.42
H: -0.80 -8.60 4.27
H: 0.03 -3.62 2.83
H: -0.44 1.06 7.28
C: -0.87 -6.47 3.95
H: -1.32 -5.59 4.42
H: -0.20 1.22 -6.20
H: 1.89 1.32 -5.03
B: 1.08 -2.80 4.23
H: -0.89 2.41 6.25
C: -0.81 -1.78 5.26
H: 3.47 -0.74 -1.74
O: -0.11 4.90 -7.33
O: 0.41 -2.32 5.39
H: -0.79 5.97 -5.69
C: -1.25 -6.44 2.48
O: -1.17 4.14 -9.14
H: 1.64 3.00 -4.54
C: -0.04 1.87 6.66
H: -1.86 -0.36 2.59
C: 1.06 0.39 -0.74
H: -2.12 2.21 -5.20
O: -2.26 -7.31 2.24
O: -0.80 -5.75 1.61
H: 0.50 2.57 7.30
O: -1.51 1.74 -2.58
C: -1.02 -0.44 3.28
C: 0.01 2.19 -5.75
C: -0.95 5.04 -8.39
H: 0.28 7.58 -8.05
H: -1.80 -7.78 5.47
H: -2.95 -8.96 3.27
H: 1.07 0.26 5.76
C: -0.81 1.94 -3.52
O: -1.00 0.63 4.14
O: -1.48 -1.46 6.20
H: 3.14 -2.05 4.59
C: -0.10 6.10 -6.53
O: 0.51 1.61 -3.51
C: 1.14 2.05 -4.74
C: 0.21 1.41 4.18
C: 0.86 1.31 5.54
H: 1.18 -0.75 -2.62
H: -1.22 3.66 -4.70
C: -2.68 -7.92 3.47
H: 0.61 -1.66 -1.22
O: -1.23 -1.70 3.96
H: 0.88 1.14 3.37
H: 0.22 2.90 -6.54
H: -0.10 -0.52 2.69
H: 0.90 6.26 -6.15
O: 1.91 0.76 1.52
O: 2.85 -0.79 0.22
H: 2.16 -1.04 3.54
H: 2.81 -2.53 2.90
H: -1.54 6.83 -9.42
H: 2.91 -2.32 -1.16
H: 1.82 1.84 5.50
H: 0.02 0.52 -0.44
C: -1.52 6.44 -8.40

* orbital gap: 10.20 eV
* net charge: 0
* E_tot: -50710.930 eV
* HOMO level: -9.9 eV
* structure (SMILES): CCCOCOC(=O)OB(C)O.O=C1CCCO1.O=C1CCCO1.O=C1CCCO1.O=C1CCCO1
* lowest unoccupied orbital energy: 0.30 eV
* molecular weight: 520.337 g mol⁻¹


Entry 4:
# C10H21N3O10P3

A 2-piece molecular cluster, C10H21N3O10P3 overall (the ωB97M-V functional and the def2-TZVPD basis, OMol25).

CARTESIAN COORDINATES (ANGSTROEM)
C: -0.32 -2.44 -0.27
C: 0.02 0.80 -1.80
O: 0.35 -3.89 -2.49
O: -1.69 -4.56 -1.14
H: -2.68 0.52 -2.02
C: -0.54 6.24 2.15
H: -0.30 -0.63 1.26
H: -0.99 -2.53 0.59
O: 0.66 -5.05 -0.24
P: -2.24 0.63 0.15
H: 3.83 -1.97 0.05
H: 1.70 -3.74 1.61
O: -1.55 6.75 1.55
H: -2.15 -4.48 -0.29
O: -1.49 3.72 0.95
C: 1.20 0.67 1.15
H: -0.60 0.63 -2.68
H: 1.90 -1.73 2.57
H: 2.67 0.91 -0.54
H: 1.53 -1.64 -0.79
H: 0.37 -5.06 0.69
H: -0.24 -1.51 -2.15
O: 3.53 1.06 1.26
H: -1.89 -1.57 -1.59
O: 0.57 6.07 1.55
H: 1.00 0.35 -2.04
H: -3.07 -0.97 1.49
N: 3.66 -2.36 0.96
C: 0.98 -1.73 0.15
P: 2.17 -2.43 1.39
N: 0.38 -0.39 0.48
C: -0.58 0.00 -0.63
C: 2.58 0.89 0.56
O: -3.02 1.00 -1.25
P: -0.18 -4.03 -1.13
O: -0.83 2.95 -1.06
C: 0.30 2.29 -1.59
H: -3.95 -0.85 0.12
H: 1.34 0.37 2.19
C: -0.62 3.54 0.17
C: -0.87 -1.40 -1.25
N: -3.00 -0.89 0.48
H: 0.57 2.74 -2.55
H: 1.17 2.44 -0.94
H: 0.42 3.83 0.37
O: -0.70 5.87 3.37
H: 0.61 1.59 1.19

* orbital gap: 1.74 eV
* net charge: -1
* E_tot: -63518.243 eV
* HOMO level: -1.2 eV
* lowest unoccupied orbital energy: 0.56 eV
* molecular weight: 436.211 g mol⁻¹


Entry 5:
# C5H6Cl3F3N4

A 2-piece molecular cluster, C5H6Cl3F3N4 overall (the ωB97M-V functional and the def2-TZVPD basis, OMol25).

CARTESIAN COORDINATES (ANGSTROEM)
N: -1.62 0.14 1.53
C: -1.84 0.41 0.24
Cl: 2.40 1.61 1.18
H: 1.40 -0.96 1.41
N: 0.47 -0.72 1.06
C: -0.42 -0.39 1.98
C: 0.93 -1.53 -1.28
C: 2.66 1.17 -0.46
C: 0.36 -0.60 -0.30
Cl: 2.25 2.18 -1.80
H: -2.34 0.31 2.21
H: -2.98 1.29 -1.19
N: -0.86 0.13 -0.65
H: -0.26 -0.56 3.02
Cl: 3.90 0.11 -0.71
F: 2.14 -1.94 -0.85
N: -2.92 1.07 -0.19
F: 0.20 -2.66 -1.64
F: 1.12 -0.77 -2.41
H: -3.63 1.32 0.55
H: -0.98 0.37 -1.69

* orbital gap (alpha / beta): 7.06 / 5.50 eV
* net charge: +2
* E_tot: -56942.599 eV
* HOMO level (alpha / beta): -16.1 / -15.2 eV
* relative energy (zero: lowest compared OMol25 entry of this formula, charge and spin): 42.3 kcal/mol
* lowest unoccupied orbital energy (alpha / beta): -9.02 / -9.71 eV
* molecular weight: 285.484 g mol⁻¹


Entry 6:
# C27H27MoN7O3S2

C27H27MoN7O3S2 as an isolated structure (the ωB97M-V functional and the def2-TZVPD basis, OMol25).

CARTESIAN COORDINATES (ANGSTROEM)
H: 2.78 -0.96 -2.34
C: 6.12 -1.30 -1.91
N: -2.02 2.36 -2.07
H: -0.76 -4.06 3.58
H: -1.27 5.31 -3.29
C: -0.02 2.06 4.88
H: -3.35 2.16 5.45
C: -1.82 -3.84 3.54
C: -3.40 -3.23 0.35
H: -2.55 1.71 -1.52
C: 3.84 -0.51 -0.53
O: 1.45 -0.31 -0.40
C: -1.44 3.36 -4.21
C: -0.46 -1.45 -3.39
C: -1.56 -2.26 -1.06
H: -0.77 2.55 -4.49
C: -1.41 -2.86 1.31
H: -0.01 -1.08 -4.31
H: 0.51 4.26 -1.65
N: 1.38 0.54 1.84
C: 5.10 -0.49 0.11
H: -3.06 1.98 -3.84
C: 4.88 -1.32 -2.56
C: 1.25 1.10 3.00
H: -2.03 -3.01 4.22
H: 4.42 0.18 1.76
H: -0.91 -3.42 -4.15
C: -2.57 2.82 -3.35
H: -4.14 -3.22 -0.43
H: -1.21 2.85 6.47
H: 0.92 2.39 5.31
C: 3.76 -0.94 -1.87
H: 0.24 4.70 -3.97
C: -1.56 -3.13 -2.12
N: -2.20 -3.48 2.18
C: 0.00 1.38 3.66
H: -3.35 0.92 3.29
C: -3.44 -3.72 1.60
H: 7.18 -0.89 -0.10
H: -3.32 3.59 -3.17
H: -1.85 3.80 -5.12
H: -1.99 -4.12 -2.01
H: 7.00 -1.60 -2.46
N: 2.65 0.31 1.40
H: -2.39 -4.71 3.85
H: 4.80 -1.64 -3.59
C: -2.42 1.93 4.96
C: -1.21 2.33 5.52
S: 0.22 -2.41 1.55
O: -1.20 0.28 1.94
Mo: -0.13 -0.06 0.58
N: -1.02 -1.02 -1.09
C: -0.94 2.90 -1.51
H: 2.17 1.36 3.51
C: -0.53 -0.63 -2.29
C: 6.23 -0.90 -0.60
C: -1.23 0.97 3.11
N: -2.13 -2.68 0.17
C: -2.43 1.25 3.75
S: -0.39 2.45 0.06
C: 2.64 -0.16 0.17
N: -0.28 3.86 -2.14
O: 5.28 -0.09 1.37
C: -0.67 4.42 -3.43
C: -0.96 -2.74 -3.31
H: -0.17 0.39 -2.33
H: -4.24 -4.20 2.13

* orbital gap (alpha / beta): 6.18 / 6.18 eV
* net charge: +2
* E_tot: -68526.188 eV
* HOMO level (alpha / beta): -12.8 / -12.8 eV
* relative energy (zero: lowest compared OMol25 entry of this formula, charge and spin): 0.0 kcal/mol
* lowest unoccupied orbital energy (alpha / beta): -6.58 / -6.58 eV
* molecular weight: 657.633 g mol⁻¹